Below is the ion C2H2Cl2FO2S with charge -1 at a distorted geometry, with properties calculated with ωB97M-V with the def2-TZVPD basis set.

Cartesian coordinates (Å):
1 C 0.40665 -0.51151 -0.04291
2 C -0.48155 2.79876 1.33892
3 O 0.09271 -1.48929 2.45885
4 O 2.05769 -0.21179 1.98130
5 F -1.71870 3.42549 1.65943
6 S 0.68043 -0.45058 1.62367
7 Cl -0.15037 1.63919 2.69615
8 Cl 0.58645 4.20398 1.57752
9 H 0.02521 0.43792 -0.36794
10 H -0.34356 -1.23097 -0.24170

The net charge is -1. The HOMO-LUMO gap comes out at 0.247 Eh. The lowest unoccupied orbital energy comes out at 2.66 eV. As for the highest occupied orbital energy: -4.058 eV. As for the multiplicity: 1. The calculation puts the energy relative to the best compared isomer or geometry (same formula, charge and spin) at 60.4 kcal per mole.

Atomic partial charges in e from the natural (NBO) method, atoms 1 to 4: number 1, C, carries -0.940; number 2, C, carries -0.078; number 3, O, carries -0.915; number 4, O, carries -0.902

Below is an isolated molecule of C3H3NO, with properties calculated with ωB97M-V with the def2-TZVPD basis set.

Cartesian coordinates (Å):
1 C -1.15831 0.20837 -0.05520
2 C -0.33302 -0.67508 -0.59213
3 C 0.96708 -0.68850 -0.36910
4 N 1.39534 0.29247 0.60988
5 O 0.54026 0.96992 1.11769
6 H -1.34684 1.12313 -0.58047
7 H -1.82263 -0.02724 0.73891
8 H 1.75813 -1.20307 -0.86960

The net charge is 0. The HOMO-LUMO gap comes out at 0.335 Eh. The SMILES is C=C=CN=O. The lowest unoccupied orbital energy comes out at -0.51 eV. As for the highest occupied orbital energy: -9.627 eV. As for the multiplicity: 1. The calculation puts the energy relative to the best compared isomer or geometry (same formula, charge and spin) at 101.8 kcal per mole.

Atomic partial charges in e from the natural (NBO) method, atoms 1 to 4: number 1, C, carries -0.328; number 2, C, carries 0.041; number 3, C, carries -0.272; number 4, N, carries 0.151

Below is a structure of composition C58H142F18N7O13P3 at a distorted geometry, with properties calculated with ωB97M-V with the def2-TZVPD basis set.

Cartesian coordinates (Å):
1 C -2.09442 1.42069 8.33905
2 C -1.84998 0.30025 7.27268
3 N -1.30833 0.73470 5.85238
4 C -2.30424 1.84474 5.33494
5 C 0.16227 1.31615 6.01158
6 C 0.95903 1.54547 4.69895
7 C -1.45477 -0.42290 4.77211
8 C -0.84216 -1.79197 5.11100
9 O 0.42998 -1.67378 5.71530
10 C 0.97363 -2.89688 6.10346
11 H -2.29859 0.97760 9.31377
12 H -3.03885 1.95091 8.21651
13 H -1.26560 2.11642 8.46991
14 H -2.85043 -0.10666 7.12564
15 H -1.23056 -0.54113 7.58336
16 H -2.22333 2.67986 6.03075
17 H -3.29827 1.42344 5.18489
18 H -1.94551 2.17354 4.35959
19 H 0.57440 0.51436 6.62426
20 H 0.15277 2.16467 6.69571
21 H 1.26808 0.60648 4.23975
22 H 1.87876 2.08958 4.91377
23 H 0.32569 2.13729 4.03809
24 H -0.98777 -0.08197 3.84811
25 H -2.52333 -0.57764 4.62258
26 H -0.81677 -2.41919 4.21991
27 H -1.50051 -2.20487 5.87532
28 H 0.83023 -3.62686 5.30682
29 H 0.43646 -3.27070 6.97513
30 H 2.02931 -2.87551 6.37403
31 C -1.73047 -9.55489 -2.58375
32 C -0.58392 -8.69831 -2.16892
33 N -1.06691 -7.35606 -1.49908
34 C -1.57321 -6.50641 -2.70091
35 C -2.34184 -7.64113 -0.64170
36 C -2.12539 -8.45132 0.64854
37 C 0.18158 -6.79574 -0.74105
38 C 0.03987 -5.36848 -0.20701
39 O -1.13577 -5.18007 0.63372
40 C -1.00295 -4.21802 1.64787
41 H -1.23440 -10.41059 -3.04182
42 H -2.39629 -9.26589 -3.39692
43 H -2.39706 -10.01184 -1.85235
44 H -0.03618 -8.43070 -3.07251
45 H 0.03481 -9.25937 -1.46857
46 H -2.39204 -7.04306 -3.18010
47 H -0.79685 -6.28402 -3.43297
48 H -1.93233 -5.62614 -2.16774
49 H -3.05590 -8.06276 -1.34912
50 H -2.82194 -6.68605 -0.42859
51 H -1.52659 -7.81215 1.29739
52 H -1.49441 -9.33131 0.52369
53 H -3.08829 -8.71908 1.08354
54 H 1.01168 -6.86967 -1.44359
55 H 0.35030 -7.47451 0.09495
56 H -0.00256 -4.69076 -1.05964
57 H 0.92112 -5.16615 0.40173
58 H -0.98804 -3.18560 1.29862
59 H -0.07133 -4.43534 2.17033
60 H -1.86134 -4.30365 2.31417
61 C 4.83319 -5.74336 -1.60153
62 C 5.31132 -4.31842 -1.39605
63 N 4.71085 -3.52945 -0.16203
64 C 4.59423 -4.53601 1.02025
65 C 5.57580 -2.37280 0.27574
66 C 5.92677 -1.30486 -0.82412
67 C 3.26840 -3.05162 -0.65173
68 C 2.44543 -2.09856 0.18892
69 O 2.43358 -2.71917 1.49508
70 C 1.99249 -1.92728 2.61419
71 H 3.75294 -5.88788 -1.61813
72 H 5.20192 -6.50514 -0.91464
73 H 5.19937 -6.17309 -2.53392
74 H 5.17085 -3.75576 -2.31896
75 H 6.36501 -4.30785 -1.11725
76 H 3.77965 -5.24133 0.85566
77 H 4.56791 -3.96094 1.94583
78 H 5.57891 -5.00263 0.99274
79 H 6.38789 -2.93913 0.73167
80 H 5.13740 -1.94183 1.17584
81 H 5.10787 -0.74795 -1.27951
82 H 6.43718 -1.70349 -1.70086
83 H 6.53592 -0.55058 -0.32604
84 H 2.77688 -3.99576 -0.88645
85 H 3.35039 -2.62668 -1.65213
86 H 1.43988 -1.99133 -0.21786
87 H 2.89532 -1.10643 0.22611
88 H 0.93341 -1.68231 2.53394
89 H 2.65647 -1.06290 2.60393
90 H 2.19834 -2.40260 3.57325
91 C -0.76542 4.92743 -0.50837
92 C -1.31951 5.05284 0.93576
93 N -0.43163 5.97366 1.80125
94 C -0.91458 5.70643 3.27864
95 C 1.10416 5.63793 1.72626
96 C 1.62544 4.14768 1.85929
97 C -0.53867 7.48162 1.49719
98 C -1.87416 8.22256 1.64775
99 O -2.83315 7.76655 0.71663
100 C -4.10243 8.39868 0.69021
101 H 0.12960 4.31093 -0.59188
102 H -0.52141 5.89963 -0.93661
103 H -1.55176 4.53946 -1.15587
104 H -1.35022 4.09625 1.45738
105 H -2.31824 5.47165 1.05919
106 H -0.79827 4.62541 3.35595
107 H -1.98550 5.88849 3.18875
108 H -0.27104 6.38747 3.83554
109 H 1.49408 6.27309 2.52164
110 H 1.51507 6.01463 0.78959
111 H 1.35696 3.46616 1.05211
112 H 1.32627 3.65967 2.78690
113 H 2.71198 4.18234 1.93880
114 H -0.00282 7.56074 0.55129
115 H 0.13155 7.88059 2.25859
116 H -1.61416 9.26702 1.47570
117 H -2.18403 8.15722 2.69074
118 H -4.03953 9.48548 0.74503
119 H -4.68368 8.01168 1.52715
120 H -4.60597 8.19135 -0.25402
121 C -4.12471 1.74194 -0.59531
122 C -4.93770 1.42742 0.72104
123 N -5.10649 -0.07429 1.14611
124 C -3.71390 -0.51005 1.78608
125 C -6.31634 -0.28615 2.12386
126 C -6.22751 0.49902 3.47315
127 C -5.38254 -0.94678 -0.17421
128 C -5.87715 -2.40327 -0.02881
129 O -4.81716 -3.27239 0.44259
130 C -5.14515 -4.65373 0.73959
131 H -4.70171 1.31507 -1.41564
132 H -3.09388 1.40299 -0.69835
133 H -4.16669 2.81778 -0.76533
134 H -5.94596 1.79285 0.52623
135 H -4.41016 1.94669 1.52114
136 H -2.94226 -0.64943 1.02895
137 H -3.84338 -1.48616 2.25356
138 H -3.42610 0.29572 2.46135
139 H -6.39214 -1.34402 2.37537
140 H -7.18726 -0.04198 1.51561
141 H -6.04625 1.55728 3.28514
142 H -5.41956 0.28693 4.17338
143 H -7.17494 0.34754 3.99039
144 H -4.44172 -1.05042 -0.71476
145 H -6.14888 -0.40020 -0.72384
146 H -6.17205 -2.91219 -0.94649
147 H -6.72792 -2.46862 0.64944
148 H -5.86196 -4.58966 1.55824
149 H -4.21804 -4.91068 1.25199
150 H -5.60725 -5.27354 -0.02879
151 C 2.14756 1.97780 -1.89925
152 C 2.47079 2.73772 -3.23322
153 N 3.74561 3.73103 -3.26249
154 C 3.80461 4.36644 -4.66704
155 C 3.68237 4.89666 -2.14212
156 C 4.99833 5.74966 -1.88479
157 C 5.00861 2.76224 -2.87772
158 C 6.32309 2.94903 -3.67787
159 O 6.99676 4.12071 -3.35482
160 C 7.86407 4.55393 -4.35057
161 H 1.06912 1.91987 -1.75189
162 H 2.44242 2.50484 -0.99185
163 H 2.61491 1.00178 -1.76862
164 H 1.65698 3.45700 -3.32519
165 H 2.46578 2.10414 -4.12015
166 H 4.68251 5.00433 -4.56462
167 H 2.83665 4.83847 -4.83534
168 H 3.99177 3.53571 -5.34745
169 H 3.27096 4.44471 -1.23958
170 H 2.88418 5.52972 -2.52972
171 H 4.83996 6.56036 -1.17361
172 H 5.39200 6.24943 -2.76987
173 H 5.79935 5.11801 -1.50075
174 H 4.62481 1.74649 -2.97282
175 H 5.23863 3.02230 -1.84449
176 H 6.04352 2.89889 -4.73021
177 H 7.01040 2.11415 -3.54119
178 H 8.40020 5.47553 -4.12410
179 H 7.37473 4.77937 -5.29811
180 H 8.70217 3.87735 -4.51766
181 C -1.81199 -2.49335 -1.43850
182 C -1.46850 -2.73662 -2.89361
183 N -1.03174 -1.42023 -3.57620
184 C 0.38554 -1.20090 -3.03261
185 C -1.01673 -1.68131 -5.04929
186 C -0.32589 -0.61146 -5.84961
187 C -1.77115 -0.03591 -3.21312
188 C -3.14972 0.06068 -3.81511
189 O -3.89009 -1.02816 -3.20419
190 C -5.17976 -1.13085 -3.74278
191 H -2.38089 -3.36458 -1.11381
192 H -2.39717 -1.60744 -1.19186
193 H -0.91464 -2.47115 -0.82014
194 H -2.36264 -2.92762 -3.48702
195 H -0.70836 -3.50863 -3.01311
196 H 0.93996 -2.13850 -3.07286
197 H 0.32419 -0.91741 -1.98191
198 H 0.96702 -0.42985 -3.53806
199 H -2.02236 -1.89038 -5.41413
200 H -0.45108 -2.59794 -5.21643
201 H -0.29555 -0.95757 -6.88275
202 H 0.71790 -0.54840 -5.54195
203 H -0.85853 0.33584 -5.93337
204 H -1.05933 0.65502 -3.66483
205 H -1.71612 0.10633 -2.13385
206 H -3.14426 0.04757 -4.90501
207 H -3.65394 0.96817 -3.48291
208 H -5.65351 -0.14926 -3.73061
209 H -5.77718 -2.00129 -3.47168
210 H -5.03067 -1.26501 -4.81417
211 O 0.94086 0.91283 1.53059
212 C -0.29277 0.94210 1.07170
213 O -0.43356 0.26616 0.03224
214 O -1.22079 1.59930 1.66211
215 H 1.24272 0.56882 0.68672
216 O -5.20433 5.56889 3.56860
217 C -5.76360 4.52489 4.09166
218 O -4.99915 3.55450 4.09285
219 O -6.91358 4.62092 4.58741
220 H -4.52527 4.89205 3.52003
221 P -1.25884 4.00688 -4.35391
222 F -1.24977 5.39085 -3.45358
223 F -1.84097 4.74056 -5.65555
224 F 0.21892 4.38815 -4.87808
225 F -1.16588 2.59251 -5.18422
226 F -0.67765 3.12099 -3.08295
227 F -2.79810 3.69489 -3.90282
228 P 5.26864 1.90278 2.00646
229 F 4.40403 2.09644 3.36002
230 F 6.60889 1.80070 2.91091
231 F 5.19571 0.27973 2.14340
232 F 6.09422 1.71950 0.65083
233 F 3.92614 1.94060 1.12225
234 F 5.28607 3.49041 1.76102
235 P 4.38344 -0.83970 -4.81240
236 F 3.55429 -0.55858 -3.46193
237 F 5.75669 -0.55910 -3.95980
238 F 4.52675 -2.38030 -4.37736
239 F 5.31793 -1.22374 -6.08366
240 F 2.97543 -1.21703 -5.66222
241 F 4.24959 0.75334 -5.21949

The net charge is +2. The HOMO-LUMO gap comes out at 0.203 Eh. The lowest unoccupied orbital energy comes out at -4.43 eV. As for the highest occupied orbital energy: -9.961 eV. As for the multiplicity: 1.

Atomic partial charges in e from the Löwdin method, atoms 1 to 4: number 1, C, carries -0.054; number 2, C, carries -0.128; number 3, N, carries -0.180; number 4, C, carries 0.035

Below is an isolated molecule of C21H42O5S at a distorted geometry, with properties calculated with ωB97M-V with the def2-TZVPD basis set.

Cartesian coordinates (Å):
1 C 9.10557 0.89936 1.73850
2 C 8.11194 1.71879 0.81604
3 C 8.12147 1.23371 -0.66904
4 C 7.33694 -0.10886 -0.91140
5 C 5.89358 -0.04948 -0.28423
6 C 4.80325 -0.79021 -1.16418
7 C 3.39114 -0.29537 -0.64794
8 C 2.34696 -1.47033 -0.51820
9 C 1.07042 -1.21440 -1.40743
10 C -0.28895 -1.36724 -0.62674
11 C -1.45761 -0.88616 -1.55671
12 C -2.69221 -0.25742 -0.80450
13 C -3.93300 -1.25152 -0.69091
14 C -5.19567 -0.67770 -1.41260
15 C -5.96976 0.46129 -0.68146
16 O -5.11031 1.37943 0.00986
17 C -5.16053 2.64889 -0.67200
18 C -4.19717 3.69641 -0.00770
19 C -5.07306 4.71320 0.82922
20 O -7.06732 0.05610 0.13017
21 S -6.65886 -1.14466 1.26055
22 O -6.95738 -2.40773 0.50992
23 O -5.04032 -1.03563 1.59647
24 C -4.17394 -1.81300 0.76002
25 C -2.82872 -1.96135 1.58137
26 C -3.18159 -2.95328 2.76442
27 O -2.50829 -2.61139 3.97935
28 H 8.62924 0.58446 2.68875
29 H 10.00093 1.51631 1.96700
30 H 9.45609 0.01507 1.15987
31 H 8.48012 2.77528 0.80682
32 H 7.10214 1.74823 1.27254
33 H 7.67271 2.00828 -1.33549
34 H 9.17715 1.03616 -0.98346
35 H 7.87188 -1.00875 -0.54334
36 H 7.20878 -0.22064 -2.01331
37 H 5.59683 1.01734 -0.14838
38 H 5.91982 -0.57996 0.69778
39 H 4.96591 -0.60973 -2.24690
40 H 4.90382 -1.88241 -0.97394
41 H 3.04697 0.51137 -1.33168
42 H 3.52907 0.17195 0.35591
43 H 2.02293 -1.57098 0.54096
44 H 2.80088 -2.42716 -0.86606
45 H 1.09970 -0.18650 -1.83498
46 H 1.02982 -1.92673 -2.26277
47 H -0.42792 -2.47190 -0.48997
48 H -0.27836 -0.89557 0.37701
49 H -1.78056 -1.66193 -2.29297
50 H -1.03722 -0.05791 -2.18448
51 H -2.43647 0.23545 0.15334
52 H -3.05671 0.56182 -1.47563
53 H -3.61859 -2.14456 -1.29056
54 H -5.85783 -1.54409 -1.65215
55 H -4.88005 -0.27999 -2.40832
56 H -6.43105 1.07691 -1.49351
57 H -4.80394 2.48010 -1.72116
58 H -6.20010 3.06057 -0.66456
59 H -3.72964 4.26041 -0.84618
60 H -3.40011 3.20368 0.58357
61 H -5.33169 5.57054 0.16639
62 H -6.02820 4.23356 1.12620
63 H -4.50140 5.06691 1.71784
64 H -4.50330 -2.87430 0.62665
65 H -2.13655 -2.51912 0.92157
66 H -2.44511 -0.99044 1.94438
67 H -2.89118 -3.97917 2.41807
68 H -4.28334 -3.00344 2.94344
69 H -3.14203 -2.81057 4.67087

The net charge is 0. The HOMO-LUMO gap comes out at 0.392 Eh. The lowest unoccupied orbital energy comes out at 0.75 eV. As for the highest occupied orbital energy: -9.925 eV. As for the multiplicity: 1.

Atomic partial charges in e from the natural (NBO) method, atoms 1 to 4: number 1, C, carries -0.621; number 2, C, carries -0.410; number 3, C, carries -0.393; number 4, C, carries -0.405

- lowest unoccupied orbital energy of number 3 (C58H142F18N7O13P3)?
  -4.43 eV

- Which value of net charge does entry 2 give?
  0

- The lowest lowest unoccupied orbital energy belongs to which entry?
  C58H142F18N7O13P3